The following is a quantum chemistry calculation of a molecular structure, C23H37EuN2O2P2, from OMol25.

Summary:
ΔE to the lowest compared entry with this formula, charge and spin: 0.0 kcal/mol
Frontier orbital gap (alpha / beta): 4.49 / 6.28 eV
Spin multiplicity: 7
LUMO (alpha / beta): -1.74 / 0.04 eV

CARTESIAN COORDINATES (ANGSTROEM)
Eu  -0.97  0.43  -0.43
P  1.81  1.66  -0.32
P  -1.50  -2.47  -0.21
O  0.95  -1.63  -1.94
O  4.71  -0.05  -4.02
N  1.32  -1.30  0.77
N  -1.34  1.31  1.95
C  -1.46  0.64  3.15
C  -1.37  3.72  1.19
C  2.05  -3.30  1.90
C  -1.45  -0.84  3.25
C  2.27  3.15  0.68
C  1.11  -2.56  1.17
C  -3.21  0.24  -2.13
C  2.61  -0.78  0.91
C  -2.44  2.55  -1.82
C  2.98  0.46  0.29
C  -3.35  1.52  -1.53
C  -1.31  -3.47  -1.76
C  -1.61  1.56  4.21
C  3.63  -1.53  1.62
C  -3.06  -3.18  0.45
C  -1.01  0.96  -2.99
C  -1.42  2.66  2.24
C  2.53  2.15  -1.97
C  -1.35  2.35  -2.62
C  -1.58  2.86  3.64
C  -2.10  -0.06  -2.86
C  -0.21  -3.27  0.86
C  3.31  -2.76  2.16
H  -3.00  -4.28  0.49
H  -2.60  3.56  -1.41
H  -1.71  -1.13  4.28
H  -0.13  0.87  -2.25
H  -0.71  -3.46  1.82
H  -1.73  1.28  5.26
H  3.12  1.33  -2.42
H  -1.22  4.68  1.67
H  -1.44  -4.53  -1.53
H  -2.34  3.76  0.64
H  3.14  3.67  0.24
H  1.76  -4.28  2.28
H  4.92  -0.97  -3.80
H  4.03  -3.28  2.77
H  -2.05  -3.14  -2.49
H  -3.88  -2.88  -0.21
H  2.51  2.83  1.71
H  -4.03  -0.50  -2.01
H  -1.68  3.82  4.11
H  4.05  0.74  0.37
H  -3.24  -2.78  1.45
H  1.00  -1.47  -0.96
H  -2.19  -1.29  2.56
H  -0.32  -3.27  -2.17
H  -0.53  3.05  -2.74
H  -4.20  1.72  -0.89
H  4.70  -0.03  -4.98
H  1.69  2.40  -2.64
H  4.59  -1.06  1.73
H  -0.32  0.75  -3.81
H  -0.45  -1.25  3.02
H  -2.01  -1.01  -3.42
H  3.16  3.04  -1.85
H  -0.01  -4.25  0.41
H  1.41  3.85  0.72
H  -0.57  3.55  0.47
H  1.73  -1.10  -2.26